DFT (ωB97M-V with the def2-TZVPD basis set) results for the molecule C22H32N2O2.

Computed properties:
Spin multiplicity: 1
LUMO energy (eV): 0.64
Maximum force (hartree/bohr): 0.006
Energy relative to the best compared isomer or geometry (same formula, charge and spin) (kJ/mol): 83.2

XYZ file:
```
58
Properties=species:S:1:pos:R:3:nbo_charge:R:1
C 0.940 -0.048 1.619 -0.62
C 0.310 0.149 0.253 -0.04
C 1.276 0.790 -0.754 -0.42
C 2.399 -0.135 -1.138 -0.02
C 2.151 -1.185 -2.024 -0.21
C 3.153 -2.079 -2.373 -0.20
C 4.421 -1.921 -1.838 -0.04
C 4.679 -0.879 -0.958 0.07
C 3.676 0.009 -0.605 -0.24
C 6.109 -0.916 -0.480 -0.44
C 6.787 -1.930 -1.429 -0.39
C 5.647 -2.771 -2.049 -0.43
N -0.891 0.961 0.388 -0.62
C -1.851 0.973 -0.562 0.66
O -1.784 0.316 -1.589 -0.64
C -2.974 1.974 -0.290 0.16
O -3.216 2.110 1.106 -0.72
C -2.682 3.342 -0.940 -0.42
C -3.785 3.065 -2.005 -0.01
C -4.853 4.143 -2.103 -0.39
C -4.329 5.391 -2.804 -0.41
C -3.789 5.059 -4.190 -0.05
N -3.302 6.238 -4.917 -0.83
C -2.711 3.991 -4.092 -0.41
C -3.223 2.742 -3.384 -0.41
C -4.200 1.804 -1.203 -0.42
H 1.840 -0.656 1.534 0.23
H 1.224 0.914 2.057 0.20
H 0.250 -0.549 2.299 0.21
H 0.004 -0.819 -0.151 0.21
H 0.699 1.056 -1.642 0.23
H 1.672 1.716 -0.326 0.20
H 1.158 -1.292 -2.447 0.22
H 2.942 -2.885 -3.067 0.21
H 3.881 0.825 0.081 0.20
H 6.583 0.066 -0.521 0.21
H 6.151 -1.246 0.562 0.21
H 7.320 -1.397 -2.216 0.20
H 7.519 -2.549 -0.911 0.21
H 5.534 -3.734 -1.542 0.21
H 5.825 -2.988 -3.103 0.22
H -1.064 1.474 1.237 0.42
H -3.695 1.329 1.407 0.47
H -2.930 4.155 -0.256 0.23
H -1.665 3.483 -1.310 0.21
H -5.713 3.741 -2.653 0.20
H -5.209 4.394 -1.099 0.21
H -5.123 6.140 -2.888 0.21
H -3.524 5.841 -2.210 0.19
H -4.622 4.628 -4.765 0.17
H -3.559 7.091 -4.435 0.35
H -2.290 6.233 -4.958 0.35
H -2.352 3.737 -5.093 0.22
H -1.856 4.406 -3.541 0.19
H -2.428 1.999 -3.292 0.24
H -4.014 2.277 -3.983 0.20
H -4.235 0.869 -1.758 0.23
H -5.128 1.951 -0.646 0.21
```

DFT (ωB97M-V with the def2-TZVPD basis set) results for a cluster of 10 separate species, C56H156N24O12P8 in total at a distorted geometry.

Computed properties:
Spin multiplicity: 1
LUMO energy (eV): 0.16
Maximum force (hartree/bohr): 0.092
SMILES string: CN(C)P(=O)(N(C)C)N(C)C.CN(C)P(=O)(N(C)C)N(C)C.CN(C)P(=O)(N(C)C)N(C)C.CN(C)P(=O)(N(C)C)N(C)C.CN(C)P(=O)(N(C)C)N(C)C.CN(C)P(=O)(N(C)C)N(C)C.CN(C)P(=O)(N(C)C)N(C)C.CN(C)P(=O)(N(C)C)N(C)C.O=C1CCCO1.O=C1CCCO1

XYZ file:
```
256
Properties=species:S:1:pos:R:3:mulliken_charge:R:1
C -1.504 -0.587 8.864 -0.95
N -1.886 -0.117 7.488 0.27
C -3.022 -0.835 6.855 -0.99
P -0.693 0.527 6.418 0.42
O -1.322 0.995 5.174 -0.94
N 0.077 1.754 7.417 0.75
C -0.492 3.094 7.534 -1.29
C 0.991 1.384 8.513 -1.34
N 0.498 -0.675 6.102 0.25
C 1.741 -0.227 5.491 -0.14
C 0.016 -2.000 5.532 -0.84
H -2.335 -0.955 9.466 0.37
H -1.020 0.160 9.493 0.21
H -0.802 -1.401 8.685 0.33
H -3.842 -0.909 7.569 0.45
H -2.726 -1.845 6.571 0.37
H -3.224 -0.290 5.933 0.22
H 0.166 3.824 7.063 0.40
H -1.473 3.198 7.071 0.26
H -0.748 3.421 8.541 0.32
H 1.265 0.329 8.521 0.43
H 1.949 1.900 8.462 0.21
H 0.583 1.725 9.464 0.42
H 2.022 0.745 5.896 0.04
H 2.558 -0.864 5.830 0.49
H 1.667 -0.185 4.404 -0.47
H -0.792 -2.363 6.167 0.22
H 0.804 -2.746 5.430 0.47
H -0.453 -1.774 4.575 -0.01
C 2.736 3.541 5.759 -1.13
N 2.894 4.917 5.207 0.46
C 4.200 5.538 5.548 -1.21
P 1.567 5.990 4.954 0.11
O 0.795 6.313 6.194 -0.91
N 2.290 7.249 4.092 0.20
C 2.849 7.108 2.719 -0.64
C 2.419 8.590 4.613 -1.02
N 0.713 5.158 3.743 0.58
C 1.361 4.173 2.791 -0.33
C -0.698 5.405 3.511 -1.27
H 1.848 2.973 5.482 0.07
H 2.552 3.747 6.814 0.51
H 3.648 2.947 5.688 0.42
H 5.006 4.809 5.623 0.35
H 4.168 5.995 6.537 0.31
H 4.483 6.222 4.748 0.37
H 3.599 6.319 2.758 0.10
H 2.032 6.935 2.018 0.15
H 3.391 7.993 2.384 0.46
H 1.495 8.860 5.125 0.32
H 3.201 8.578 5.373 0.30
H 2.667 9.349 3.872 0.39
H 0.843 4.270 1.837 0.78
H 2.416 4.371 2.600 -0.22
H 1.281 3.163 3.194 -0.11
H -1.231 5.303 4.457 0.31
H -1.112 4.670 2.820 0.43
H -0.766 6.436 3.164 0.31
C -4.065 0.357 2.219 -0.74
N -4.414 -0.931 2.859 0.32
C -3.241 -1.830 3.161 0.37
P -5.954 -1.664 2.610 0.42
O -7.066 -0.722 2.517 -0.89
N -5.754 -2.626 1.198 0.32
C -5.017 -3.868 1.196 -0.76
C -6.003 -2.055 -0.165 -0.96
N -6.185 -2.833 3.878 0.28
C -5.983 -2.462 5.282 -0.90
C -7.450 -3.516 3.750 -1.14
H -3.749 0.184 1.191 0.10
H -3.272 0.832 2.797 0.06
H -4.939 1.007 2.255 0.52
H -2.493 -1.220 3.668 -0.72
H -2.847 -2.100 2.182 -0.28
H -3.346 -2.733 3.762 0.44
H -4.768 -4.182 2.210 0.36
H -5.582 -4.623 0.648 0.45
H -4.140 -3.950 0.553 -0.05
H -5.792 -2.778 -0.953 0.37
H -7.045 -1.742 -0.238 0.31
H -5.388 -1.168 -0.319 0.18
H -5.144 -1.770 5.349 0.03
H -6.843 -2.034 5.797 0.42
H -5.811 -3.342 5.902 0.39
H -7.304 -4.530 4.122 0.38
H -7.934 -3.625 2.779 0.37
H -8.080 -3.054 4.510 0.31
C 7.606 3.959 2.046 -1.09
N 6.363 3.177 1.822 0.41
C 5.099 4.061 1.749 -1.06
P 6.333 1.582 1.314 0.11
O 7.493 0.765 1.837 -0.95
N 4.817 1.079 1.814 1.16
C 4.332 -0.137 1.237 -0.44
C 4.580 1.202 3.237 -0.78
N 6.272 1.691 -0.395 0.78
C 7.520 1.351 -1.163 -1.11
C 5.369 2.465 -1.183 -0.81
H 7.930 4.456 1.131 0.35
H 8.368 3.192 2.183 0.34
H 7.596 4.678 2.866 0.27
H 5.389 4.869 1.077 0.47
H 4.668 4.463 2.666 0.23
H 4.279 3.532 1.261 0.11
H 4.710 -0.281 0.224 -0.41
H 4.534 -1.016 1.849 0.17
H 3.255 -0.022 1.119 -0.04
H 5.426 0.690 3.694 0.38
H 4.614 2.231 3.594 0.03
H 3.636 0.721 3.496 0.09
H 8.067 2.219 -1.530 0.35
H 8.239 0.794 -0.563 0.36
H 7.360 0.789 -2.084 0.21
H 4.408 2.468 -0.670 -0.03
H 5.206 2.121 -2.205 0.35
H 5.781 3.474 -1.211 0.25
C -5.336 -5.163 -4.443 -1.16
N -3.996 -5.062 -3.885 0.53
C -3.857 -4.065 -2.861 -1.14
P -2.678 -5.870 -4.693 0.16
O -3.028 -6.775 -5.804 -0.88
N -1.604 -4.683 -5.128 0.60
C -2.161 -3.401 -5.779 -0.64
C -0.266 -5.036 -5.566 -1.06
N -1.948 -6.739 -3.386 0.46
C -1.471 -6.079 -2.220 -0.88
C -2.096 -8.206 -3.288 -1.14
H -5.412 -5.980 -5.160 0.31
H -5.553 -4.209 -4.924 0.33
H -6.069 -5.337 -3.656 0.33
H -2.822 -3.823 -2.623 -0.05
H -4.299 -4.449 -1.942 0.47
H -4.338 -3.133 -3.159 0.56
H -2.518 -3.717 -6.759 0.37
H -3.070 -3.065 -5.279 0.14
H -1.369 -2.653 -5.793 0.00
H 0.439 -4.204 -5.549 0.22
H 0.095 -5.853 -4.942 0.36
H -0.265 -5.464 -6.569 0.33
H -2.328 -5.971 -1.555 0.18
H -0.739 -6.708 -1.714 0.65
H -0.887 -5.178 -2.410 -0.10
H -2.690 -8.445 -2.405 0.37
H -1.124 -8.687 -3.392 0.31
H -2.820 -8.548 -4.027 0.33
C 0.299 -0.291 2.225 -1.03
N 0.424 -0.046 0.822 1.34
C -0.387 1.130 0.454 -1.43
P 0.785 -1.254 -0.330 -1.00
O 1.910 -2.057 0.164 -0.92
N -0.700 -2.041 -0.406 1.95
C -1.954 -1.386 -0.751 -0.45
C -0.817 -3.383 0.220 -0.26
N 0.988 -0.437 -1.869 0.64
C 0.867 -1.245 -3.010 -0.35
C 2.004 0.673 -1.937 -0.51
H -0.572 -0.934 2.348 -0.19
H 0.269 0.585 2.873 0.99
H 1.115 -0.956 2.511 -0.08
H -1.339 1.190 0.981 0.32
H -0.720 1.079 -0.583 0.14
H 0.350 1.899 0.682 0.56
H -2.378 -0.713 -0.007 -0.69
H -1.953 -0.828 -1.687 0.47
H -2.710 -2.161 -0.879 0.04
H 0.152 -3.846 0.407 0.01
H -1.314 -3.245 1.180 0.09
H -1.448 -4.078 -0.334 -0.34
H 0.056 -1.966 -2.903 0.11
H 0.686 -0.669 -3.917 -0.22
H 1.832 -1.742 -3.105 0.33
H 1.808 1.405 -2.721 0.42
H 3.020 0.277 -1.928 0.04
H 2.120 1.300 -1.052 -0.01
C 4.184 0.444 -7.826 -1.19
N 3.195 -0.065 -6.843 0.36
C 3.498 0.283 -5.464 -0.88
P 1.666 -0.722 -7.210 -0.11
O 1.207 -1.789 -6.303 -0.52
N 0.665 0.688 -7.344 0.32
C -0.746 0.373 -7.443 -1.01
C 0.829 1.824 -6.376 -0.92
N 1.774 -1.258 -8.878 0.39
C 1.580 -0.337 -10.025 -0.94
C 1.302 -2.598 -9.171 -0.90
H 5.174 0.588 -7.394 0.37
H 3.710 1.239 -8.402 0.32
H 4.372 -0.338 -8.562 0.32
H 4.516 0.086 -5.127 0.54
H 2.673 0.039 -4.795 -0.09
H 3.632 1.363 -5.411 0.43
H -0.902 -0.412 -8.183 0.33
H -1.151 0.017 -6.496 0.16
H -1.245 1.260 -7.832 0.40
H 0.170 2.688 -6.466 0.40
H 0.882 1.402 -5.373 0.29
H 1.880 2.097 -6.465 0.24
H 2.070 -0.568 -10.971 0.35
H 0.516 -0.138 -10.152 0.34
H 2.024 0.639 -9.829 0.25
H 2.155 -3.107 -9.620 0.35
H 0.458 -2.539 -9.858 0.32
H 1.162 -3.203 -8.275 0.15
C -6.811 5.285 -4.237 -1.07
N -5.932 4.218 -3.625 0.28
C -6.672 3.432 -2.641 -1.11
P -4.215 4.241 -4.014 0.34
O -3.775 5.433 -4.785 -0.88
N -3.413 4.005 -2.491 0.52
C -3.688 4.939 -1.449 -1.02
C -2.123 3.407 -2.391 -1.23
N -4.005 2.779 -4.846 0.48
C -3.770 2.716 -6.274 -0.66
C -4.381 1.538 -4.226 -1.20
H -6.989 5.982 -3.418 0.35
H -7.785 4.885 -4.519 0.31
H -6.367 5.834 -5.068 0.29
H -6.104 2.577 -2.275 0.29
H -7.664 3.084 -2.931 0.35
H -6.892 3.945 -1.705 0.36
H -3.236 4.645 -0.501 0.33
H -3.394 5.912 -1.844 0.35
H -4.755 5.011 -1.239 0.21
H -1.336 4.159 -2.435 0.36
H -2.128 2.856 -1.450 0.44
H -1.834 2.787 -3.239 0.29
H -3.228 3.555 -6.711 0.33
H -3.158 1.823 -6.400 -0.01
H -4.707 2.613 -6.822 0.33
H -3.929 1.350 -3.253 0.34
H -4.032 0.722 -4.859 0.42
H -5.463 1.420 -4.173 0.22
O 3.439 -3.250 4.228 -0.60
C 2.724 -4.156 3.837 0.51
C 2.506 -4.622 2.413 0.71
C 1.790 -5.985 2.576 -0.65
C 1.125 -5.872 3.951 -0.36
O 1.930 -4.922 4.645 -0.40
H 1.726 -3.979 2.005 -0.55
H 3.451 -4.695 1.874 0.25
H 1.171 -6.228 1.712 0.32
H 2.581 -6.734 2.612 0.32
H 0.118 -5.461 3.879 0.13
H 1.098 -6.785 4.545 0.39
O 5.527 -1.620 -3.627 -0.65
C 5.585 -1.969 -2.420 0.24
C 4.454 -2.385 -1.440 1.52
C 5.231 -3.153 -0.371 -0.35
C 6.624 -2.406 -0.411 -0.08
O 6.743 -2.086 -1.819 -0.36
H 4.097 -1.434 -1.046 -1.40
H 3.754 -3.065 -1.927 0.58
H 4.864 -3.205 0.654 0.05
H 5.357 -4.208 -0.613 0.40
H 6.620 -1.507 0.205 -0.14
H 7.544 -2.936 -0.167 0.37
```

DFT (ωB97M-V with the def2-TZVPD basis set) results for a cluster of 2 separate species, C6H8 in total at a distorted geometry.

Computed properties:
Spin multiplicity: 1
LUMO energy (eV): 0.77
Maximum force (hartree/bohr): 0.125
SMILES string: C1=CC=1.C=CC
Energy relative to the best compared isomer or geometry (same formula, charge and spin) (kJ/mol): 538.7

XYZ file:
```
14
Properties=species:S:1:pos:R:3:nbo_charge:R:1
C -1.240 0.083 -1.893 -0.10
C -0.536 -1.149 -2.125 -0.17
C -1.630 -0.778 -2.902 -0.17
H 0.362 -1.628 -1.811 0.24
H -2.204 -1.220 -3.574 0.21
C -0.621 0.076 0.854 -0.38
C 0.580 -0.062 1.343 -0.19
C 1.574 1.068 1.575 -0.65
H -1.372 -0.595 0.838 0.19
H -1.128 1.086 1.011 0.18
H 0.895 -1.029 1.547 0.18
H 1.342 1.895 0.989 0.22
H 2.633 0.852 1.576 0.21
H 1.346 1.402 2.572 0.21
```

DFT (ωB97M-V with the def2-TZVPD basis set) results for a structure of composition C53H37Cl4FN5Rh.

Computed properties:
Spin multiplicity: 1
LUMO energy (alpha / beta) (eV): -0.91 / -0.91
Maximum force (hartree/bohr): 0.012
Energy relative to the best compared isomer or geometry (same formula, charge and spin) (kJ/mol): 0.0

XYZ file:
```
101
Properties=species:S:1:pos:R:3:mulliken_charge:R:1
Rh 0.223 -0.186 0.342 0.12
Cl 6.536 -3.756 -5.507 -0.22
C 5.439 -2.883 -4.478 0.37
C 4.733 -3.565 -3.497 -0.93
C 3.841 -2.866 -2.698 0.16
C 3.648 -1.494 -2.871 -0.80
C 4.381 -0.833 -3.847 0.27
C 5.280 -1.522 -4.653 -0.93
C 2.631 -0.823 -1.993 0.76
C 1.306 -0.881 -2.415 0.30
C 0.897 -1.294 -3.740 -1.54
C -0.452 -1.305 -3.745 -1.90
C -0.875 -0.905 -2.420 0.48
C -2.202 -0.824 -2.012 0.85
C -3.246 -1.303 -2.973 -0.15
C -3.889 -0.451 -3.863 0.41
C -4.840 -0.924 -4.759 -1.23
C -5.149 -2.272 -4.759 0.41
Cl -6.321 -2.879 -5.889 -0.22
C -4.535 -3.144 -3.873 -0.99
C -3.589 -2.654 -2.985 0.08
C -2.624 -0.471 -0.731 0.35
N -1.814 -0.247 0.337 0.84
C -2.620 -0.137 1.422 -0.15
C -2.199 -0.145 2.750 1.07
C -3.255 -0.338 3.795 -0.75
C -3.786 -1.610 3.998 0.27
C -4.785 -1.824 4.935 -0.95
C -5.262 -0.750 5.670 0.43
Cl -6.550 -0.997 6.812 -0.22
C -4.733 0.517 5.505 -0.95
C -3.727 0.716 4.568 0.23
C -0.875 -0.165 3.162 0.34
C -0.455 -0.302 4.542 -1.65
C 0.889 -0.282 4.542 -1.98
C 1.304 -0.139 3.160 0.10
N 0.214 -0.053 2.359 0.56
C 2.630 -0.068 2.748 1.22
C 3.050 -0.060 1.422 0.37
C 4.438 -0.133 1.007 -1.66
C 4.434 -0.381 -0.313 -1.64
C 3.045 -0.442 -0.723 0.17
N 2.243 -0.186 0.340 0.80
C 3.691 -0.166 3.801 -0.62
C 4.165 -1.419 4.184 0.29
C 5.177 -1.540 5.125 -0.93
C 5.719 -0.394 5.685 0.40
Cl 7.018 -0.533 6.834 -0.22
C 5.247 0.859 5.339 -0.98
C 4.232 0.966 4.397 0.23
C -4.006 -0.189 1.012 -1.57
C -4.009 -0.401 -0.318 -1.67
N 0.213 -0.608 -1.661 0.56
H 4.877 -4.629 -3.366 0.42
H 3.277 -3.381 -1.928 0.57
H 4.253 0.235 -3.982 0.46
H 5.852 -1.006 -5.414 0.42
H 1.566 -1.550 -4.549 0.56
H -1.110 -1.569 -4.560 0.60
H -3.653 0.609 -3.858 0.38
H -5.340 -0.256 -5.448 0.40
H -4.796 -4.194 -3.878 0.43
H -3.101 -3.324 -2.286 0.58
H -3.403 -2.439 3.413 0.54
H -5.195 -2.813 5.094 0.42
H -5.107 1.340 6.100 0.40
H -3.306 1.706 4.435 0.48
H -1.120 -0.409 5.385 0.49
H 1.557 -0.366 5.385 0.52
H 5.292 -0.025 1.657 0.53
H 5.282 -0.521 -0.966 0.55
H 3.734 -2.305 3.733 0.53
H 5.548 -2.513 5.418 0.41
H 5.673 1.742 5.798 0.41
H 3.858 1.945 4.121 0.51
H -4.858 -0.092 1.668 0.55
H -4.861 -0.524 -0.969 0.60
C -0.761 3.429 -3.986 -0.74
N -1.586 2.596 -3.063 0.27
C -2.826 3.278 -2.586 -0.74
C -0.806 1.932 -1.955 0.17
C -0.249 2.729 -0.807 1.77
C -0.215 4.123 -0.760 -0.86
C 0.358 4.785 0.316 -1.29
C 0.917 4.025 1.327 -1.25
C 0.874 2.636 1.263 -0.03
C 0.274 1.919 0.218 0.52
H -1.365 3.711 -4.845 0.41
H 0.093 2.839 -4.308 0.28
H -0.412 4.312 -3.469 0.34
H -1.900 1.796 -3.611 0.27
H -2.563 4.160 -2.017 0.42
H -3.371 2.587 -1.945 0.23
H -3.433 3.553 -3.446 0.41
H -0.001 1.392 -2.450 0.37
H -1.493 1.196 -1.555 -0.46
H -0.624 4.732 -1.555 0.12
H 0.372 5.868 0.349 0.40
H 1.387 4.511 2.175 0.48
H 1.336 2.103 2.077 0.29
F 0.253 -2.191 0.563 -0.73
```

Ordered energy results: -30409.9066, -195251.9621, -6345.2009, -118828.9342; unit eV.